No. 1
Entry from the OMol25 dataset: the molecule C4H9NO (the ωB97M-V functional and the def2-TZVPD basis).

Output
energy relative to the best compared isomer or geometry (same formula, charge and spin)	236.0	kJ/mol
F_max	2.09	eV Å⁻¹
highest occupied orbital energy	-0.357	Eh
gap between HOMO and LUMO	10.57	eV
SMILES	CCN(C)C=O
calculated total energy	-287.74257	a.u.

```
15
Properties=species:S:1:pos:R:3:forces:R:3:lowdin_charge:R:1
C -1.247 -0.095 1.535 0.130 -0.013 0.070 -0.077
C -0.602 -0.382 0.182 -0.346 -0.035 -0.196 -0.270
N 0.783 0.100 -0.081 -0.188 0.324 -0.920 -0.104
C 0.470 1.158 -1.213 0.242 -0.441 0.478 -0.030
C 1.699 -0.939 -0.316 -0.161 -0.094 -0.229 -0.320
O 1.436 -2.126 -0.334 0.171 0.854 0.332 0.026
H -2.335 -0.148 1.385 0.256 -0.044 0.137 0.075
H -1.018 0.917 1.882 0.039 -0.117 -0.030 0.072
H -0.985 -0.807 2.321 0.131 0.092 -0.095 0.070
H -1.188 0.182 -0.532 -0.532 -0.426 0.082 0.078
H -0.691 -1.431 -0.109 0.123 0.042 0.226 0.114
H -0.158 1.810 -0.620 -0.585 0.080 -0.577 0.074
H -0.012 0.508 -1.936 -0.653 0.517 -0.178 0.078
H 1.026 1.870 -1.859 1.490 -0.896 1.153 0.087
H 2.739 -0.592 -0.424 -0.116 0.158 -0.253 0.128
```
Forces are in eV/Å.

=====

No. 2
Entry from the OMol25 dataset: the molecule C4H9NO (the ωB97M-V functional and the def2-TZVPD basis).

Output
energy relative to the best compared isomer or geometry (same formula, charge and spin)	478.4	kJ/mol
F_max	4.45	eV Å⁻¹
highest occupied orbital energy (alpha / beta)	-0.260 / -0.262	Eh
gap between HOMO and LUMO (alpha / beta)	7.03 / 7.15	eV
calculated total energy	-287.65023	a.u.

```
15
Properties=species:S:1:pos:R:3:forces:R:3:lowdin_charge:R:1
C 1.836 -0.666 0.010 -0.297 -0.404 0.073 -0.046
C -1.268 -1.012 -0.153 -0.320 -0.214 -0.109 -0.015
C 0.826 0.438 -0.102 -0.677 1.242 1.377 -0.500
C -0.581 0.303 0.059 -1.864 -0.644 -3.985 -0.246
N -1.397 1.406 0.054 1.387 -1.324 1.133 0.169
O 0.986 1.506 0.825 2.168 2.356 2.054 -0.267
H 1.100 1.421 -0.648 -0.695 -1.284 -0.619 0.197
H -2.386 1.330 -0.120 0.078 -0.265 0.291 0.110
H -1.026 2.204 0.560 0.181 0.023 -0.385 0.110
H 1.569 -1.527 -0.607 0.206 0.015 -0.141 0.064
H 2.825 -0.298 -0.265 -0.163 -0.003 -0.091 0.082
H 1.905 -1.012 1.046 -0.075 0.100 0.020 0.087
H -2.057 -0.935 -0.907 -0.168 0.190 0.204 0.087
H -0.609 -1.791 -0.531 0.227 0.162 0.243 0.072
H -1.722 -1.367 0.779 0.012 0.048 -0.065 0.097
```
Forces are in eV/Å.

=====

No. 3
Entry from the OMol25 dataset: the molecule C4H9NO (the ωB97M-V functional and the def2-TZVPD basis).

Output
energy relative to the best compared isomer or geometry (same formula, charge and spin)	32.5	kJ/mol
F_max	0.37	eV Å⁻¹
highest occupied orbital energy	-0.360	Eh
gap between HOMO and LUMO	10.72	eV
SMILES	CC(C)NC=O
calculated total energy	-287.82008	a.u.

```
15
Properties=species:S:1:pos:R:3:forces:R:3:lowdin_charge:R:1
C -1.106 0.020 1.025 -0.013 0.012 0.058 -0.060
C -0.171 -0.359 -0.122 -0.098 -0.097 -0.021 -0.434
C -0.863 -0.239 -1.474 -0.028 0.008 -0.047 -0.070
N 1.036 0.464 -0.124 0.084 -0.015 0.068 0.040
C 2.037 0.266 0.767 -0.013 -0.069 0.073 -0.366
O 2.008 -0.553 1.667 0.016 0.228 -0.293 0.011
H -1.963 -0.662 1.053 0.132 0.099 0.001 0.081
H -1.484 1.041 0.895 0.069 -0.129 0.009 0.081
H -0.578 -0.045 1.980 -0.090 0.008 -0.130 0.074
H 0.162 -1.392 0.032 -0.059 0.118 -0.025 0.142
H -0.191 -0.505 -2.297 -0.085 0.023 0.124 0.079
H -1.226 0.784 -1.634 0.070 -0.135 0.020 0.081
H -1.731 -0.905 -1.511 0.129 0.097 0.004 0.081
H 1.161 1.159 -0.845 0.000 -0.085 0.106 0.131
H 2.906 0.930 0.592 -0.113 -0.065 0.053 0.129
```
Forces are in eV/Å.